Computed, not measured: C46H42AsF9IrNO2S2 as an isolated structure, with wB97M-V/def2-TZVPD.

Summary:
- Multiplicity: 2
- Total charge: +1
- Highest occupied orbital energy (spin up / spin down): -0.4031 / -0.4020 hartree
- Energy: -6018.4134 a.u.
- LUMO energy (spin up / spin down): -3.278 / -3.269 eV
- Relative energy (zero: lowest compared OMol25 entry of this formula, charge and spin): 22.1 kcal per mole

Each line ends with the Löwdin charge.
Geometry (Å):
H -1.6807 1.5979 -1.4021  0.05
C 4.0139 1.3140 -0.5842  -0.40
F 2.4846 -3.1621 -3.2405  0.16
C -4.4703 -1.0349 2.3860  -0.04
C 0.4658 2.0693 -6.4750  -0.03
C 1.4347 -0.6205 4.3458  -0.13
C 1.7143 1.9551 2.1157  -0.34
F -1.4688 -2.2764 -3.8462  0.17
C -3.7419 1.2525 -1.1246  -0.26
C -1.7554 -0.0339 -0.0511  -0.32
H 0.5078 3.5239 1.2748  0.05
H 2.0432 1.6836 -2.1181  0.07
C 4.9608 1.7516 -1.6915  -0.11
C 4.5603 -2.7113 0.0327  -0.12
H 3.1179 1.9389 -0.5351  0.07
F -1.5337 -4.2980 -3.0913  0.19
H 5.6666 -1.0247 -0.7725  0.10
H -3.6615 -0.8365 -1.6566  0.10
C -2.8738 -2.8246 2.1920  -0.04
C -1.2010 -3.0454 -2.7838  -0.54
F 0.7118 -5.2413 -1.9211  0.19
H 2.3593 -3.7650 5.1857  0.11
C 1.1150 -2.1270 2.5000  -0.12
C 1.4644 3.2616 1.7044  -0.10
H -0.8804 0.0792 4.6055  0.09
C -5.4904 0.0619 -2.2905  -0.06
C 1.9862 -2.9486 4.5815  -0.06
C 0.2897 -2.8925 -2.3492  -0.30
H 4.4343 -3.1955 -0.9344  0.08
C -2.1767 -2.0893 1.2527  -0.05
S -1.8831 2.6762 0.5406  1.02
H -6.3407 3.3025 -1.8510  0.11
C -4.2419 0.0784 -1.6869  -0.04
C -3.7782 -0.3078 1.4376  -0.02
F -0.2756 -4.1137 -0.3660  0.15
N 0.1744 0.8568 -2.3510  -0.02
H 4.4708 1.3464 0.4046  0.08
C 1.9114 -1.6691 5.1167  -0.06
C -2.3215 1.2706 -0.5872  -0.51
H 2.2466 5.2443 1.5132  0.11
As 0.3597 0.5820 1.9056  1.30
C 3.6814 3.9065 2.3818  -0.07
C 1.2032 -3.0293 -3.6113  -0.55
C 0.3595 1.6445 -5.0425  -0.24
H -5.8646 -0.8601 -2.7158  0.11
H 1.3951 0.3764 4.7696  0.11
H 1.3445 1.6221 -6.9410  0.09
C -0.7521 0.9708 -4.5530  0.01
C -2.5955 -0.8103 0.8670  -0.26
H -4.5686 -2.8623 3.5071  0.11
C -2.6218 1.2884 4.8057  -0.05
C -1.5121 0.8105 4.1223  -0.07
F 1.8102 -3.7966 -0.7556  0.15
H -7.2311 1.2033 -2.8107  0.11
H 5.4099 -3.1679 0.5392  0.09
C -5.7558 2.3933 -1.8044  -0.07
C 3.9339 2.6053 2.7905  -0.08
H 4.8932 2.3476 3.2208  0.11
H 3.6693 -2.8856 0.6305  0.06
H -4.1270 3.3353 -0.7830  0.08
C 1.0203 -0.8461 3.0334  -0.36
H 0.5727 3.1524 -6.5462  0.09
H -1.5806 0.7198 -5.2020  0.13
F 0.8868 -4.0788 -4.3730  0.18
H 5.2488 2.7903 -1.5353  0.09
C -4.5050 2.4128 -1.2041  -0.06
H 4.4951 1.6725 -2.6747  0.07
H -3.8813 3.3092 2.4078  0.11
C 1.2491 1.4892 -2.8216  -0.11
H -4.3199 2.6014 4.7424  0.11
H 0.8395 -2.3119 1.4680  0.06
C 4.8143 -1.2243 -0.1197  -0.36
C 1.5920 -3.1769 3.2721  -0.06
H -5.3691 -0.6227 2.8251  0.12
H 4.4414 4.6682 2.4958  0.11
S 3.4189 -0.3711 -0.8795  1.00
H -4.1582 0.6581 1.1465  0.11
H 4.9796 -0.7379 0.8426  0.10
H -1.3014 -2.5128 0.7861  0.07
H -2.8213 0.9350 5.8087  0.11
H 2.2285 -1.4871 6.1349  0.11
C -2.1126 2.1311 2.2128  -0.54
C -1.2207 1.2523 2.8366  -0.33
C 1.3814 1.8995 -4.1326  0.00
C 0.6409 -4.0407 -1.3509  -0.54
C -6.2546 1.2175 -2.3454  -0.08
H -0.4130 1.7725 -7.0434  0.08
C -3.2131 2.6206 2.9086  -0.09
C 2.4489 4.2307 1.8334  -0.07
C -4.0190 -2.2925 2.7692  -0.05
C -0.8018 0.5982 -3.2241  -0.13
H 5.8732 1.1559 -1.7056  0.07
F 1.1228 -1.9346 -4.3667  0.17
C -3.4621 2.2138 4.2096  -0.06
O 0.5519 -1.6732 -1.8422  -0.27
O 2.2769 -0.5899 0.1132  -0.69
H -2.5297 -3.8124 2.4678  0.11
C 2.9584 1.6280 2.6479  -0.12
H 1.6596 -4.1688 2.8446  0.11
Ir 0.0858 -0.3936 -0.2932  1.16
H 2.2831 2.4132 -4.4410  0.12
F -2.0164 -2.6393 -1.7981  0.15
H -1.6534 0.0412 -2.8561  0.10
H 3.1737 0.6110 2.9459  0.10

Cartesian forces (eV/Å) of the 3 atoms listed first:
H -0.065 -0.070 0.051
C -0.031 0.005 0.019
F 0.052 -0.015 0.029

Computed, not measured: C41H32KN8PS as an isolated structure, with wB97M-V/def2-TZVPD.

Summary:
- Total charge: 0
- Highest occupied orbital energy: -0.2217 hartree
- Energy: -3359.2009 a.u.
- LUMO energy: -0.884 eV
- Relative energy (zero: lowest compared OMol25 entry of this formula, charge and spin): 0.0 kcal per mole

Each line ends with the Löwdin charge.
Geometry (Å):
H 3.6462 -2.2157 5.7674  0.11
H 0.7290 5.6237 0.2671  0.11
C 2.2802 -2.1273 -1.0064  -0.13
P 1.9220 0.2576 -2.3744  1.03
C 4.8386 -0.9453 -5.0258  -0.08
C -2.2864 2.2383 -4.5026  -0.06
C -2.1042 -2.8826 -4.2338  -0.18
C 1.3136 3.6440 2.7605  -0.07
C -0.3160 1.2561 -3.5904  -0.40
C 1.3557 1.1164 2.8912  -0.18
H 2.7739 -3.9560 -0.0053  0.10
C 2.9271 0.8621 6.9479  -0.01
H -0.0238 -4.2566 -3.2437  0.09
C 4.6089 0.7454 -2.8409  -0.11
C 0.9571 -1.1467 2.9763  -0.18
C -2.7403 2.4691 -3.2041  -0.07
H 6.6994 1.1421 -3.1152  0.10
C 1.5711 -1.5248 -2.0495  -0.42
H -2.2411 2.1907 -1.1458  0.11
H 1.5482 3.7132 3.8150  0.11
H 1.3158 -5.3365 -1.4613  0.11
H 2.9360 -1.5287 -0.3784  0.11
C 0.3698 -2.3577 2.3075  -0.21
H -1.0825 -5.3437 0.5843  0.11
H -0.7060 1.4226 -5.7081  0.11
H 3.6301 1.5491 8.8515  0.11
C 5.9503 -0.2444 -4.5698  -0.09
H 2.5308 1.9756 4.4758  0.11
N 0.8118 2.3352 0.8545  0.09
N 0.2914 -4.7160 1.9946  0.10
C 1.6089 -1.2521 4.2004  0.05
C 1.3822 -4.2668 -1.6175  -0.08
C 3.4925 0.0467 -3.2857  -0.37
C -2.8846 -4.0969 -2.3406  -0.15
H -3.2738 -4.1147 -1.3287  0.08
H -3.0478 -6.2158 -2.5711  0.09
C 2.0575 1.0852 4.0898  0.04
N 4.2732 -0.3720 8.5003  0.06
H 2.3927 1.7799 6.7419  0.11
H 4.7998 -2.2789 7.9342  0.11
H 1.6096 -3.8176 3.2992  0.11
H -2.8946 2.5234 -5.3517  0.11
C 0.6387 -3.6698 -2.6218  -0.05
C -2.2928 -5.2866 -4.3535  -0.13
C -1.9764 -4.0657 -4.9420  -0.12
S -2.5871 -1.3630 -1.9870  0.48
K -0.3025 -0.0335 -0.1461  0.57
C 2.9081 -0.2051 6.0594  -0.17
H 6.9043 -0.3633 -5.0668  0.10
C 0.8098 -3.6411 2.5905  -0.08
C -1.9236 2.0560 -2.1766  -0.19
H 4.5186 1.4128 -1.9918  0.09
H -3.7010 2.9176 -3.0030  0.10
H 1.2919 0.5790 -4.6551  0.10
C 0.8487 4.7021 0.8240  -0.11
C 3.6151 0.7272 8.1446  -0.13
H 0.3953 3.4049 -0.8515  0.10
C 0.7295 -2.2972 -2.8341  -0.10
H -1.6295 -4.0348 -5.9686  0.10
N -0.5824 -2.1472 1.3963  0.06
H 2.7710 -1.3954 -4.7098  0.11
C 3.5928 -1.3575 6.4244  -0.01
C 5.8368 0.5973 -3.4760  -0.09
C 4.2546 -1.3883 7.6427  -0.13
C 2.1994 -3.4946 -0.7990  -0.09
N 1.1618 4.7922 2.1084  0.09
C -1.0701 1.6299 -4.7105  -0.02
H -1.8607 -1.9373 -4.7075  0.09
N -0.7368 1.4712 -2.3522  0.00
H 4.9268 -1.6132 -5.8728  0.10
C -1.0862 -3.2024 0.7769  -0.10
C -2.7645 -5.2829 -3.0459  -0.12
H -2.1960 -6.2118 -4.9060  0.09
C 0.6643 3.4749 0.1961  -0.10
N 0.9016 0.6068 -3.7282  -0.12
C -2.5348 -2.8541 -2.8967  -0.75
H 1.6372 -2.1990 4.7203  0.11
N 0.8309 0.0221 2.3429  0.12
C 1.1591 2.4080 2.1406  -0.19
H 0.1389 -1.8357 -3.6132  0.08
C 3.6216 -0.8075 -4.3817  -0.09
H -1.8259 -3.0019 0.0075  0.04
C 2.1822 -0.1223 4.7643  -0.13
C -0.6511 -4.4904 1.0946  -0.10

Cartesian forces (eV/Å) of the 3 atoms listed first:
H -0.021 0.023 -0.003
H 0.011 0.027 0.052
C 0.093 0.069 -0.013

Computed, not measured: a 2-piece molecular cluster, C8H10BrN4 overall in a non-equilibrium geometry, with wB97M-V/def2-TZVPD.

Summary:
- Total charge: +1
- Highest occupied orbital energy: -0.4470 hartree
- Energy: -3103.5725 a.u.
- LUMO energy: -4.135 eV
- Relative energy (zero: lowest compared OMol25 entry of this formula, charge and spin): 31.5 kcal per mole

Each line ends with the Löwdin charge.
Geometry (Å):
C -0.2968 1.9072 -0.0582  -0.13
C 0.5432 3.7247 1.2787  -0.08
C 0.9638 1.7404 -0.6241  -0.12
H 1.1291 0.9627 -1.3645  0.09
Br -4.0168 -4.5303 -0.1332  0.80
H 1.4206 -4.1533 -1.1876  0.14
H -2.7954 -1.4162 -0.3240  0.19
H -0.2371 -1.0050 -0.4970  0.17
C -0.1688 -3.2233 -0.3471  -0.31
H -1.4905 3.0328 1.3305  0.11
N -2.0692 -2.1502 -0.3092  0.04
C 2.0127 2.5703 -0.2432  -0.09
N -1.1124 -4.2963 -0.2452  0.14
C -2.3424 -3.5346 -0.2325  -0.61
N -0.7308 -1.9104 -0.4009  0.14
N 1.1615 -3.5076 -0.4272  0.14
H 2.6215 4.2049 1.0112  0.11
H 2.9931 2.4452 -0.6887  0.11
H 0.3811 4.4961 2.0234  0.11
C -0.5079 2.9012 0.8917  -0.09
H 1.8558 -3.0806 0.1949  0.13
H -1.1174 1.2614 -0.3585  0.08
C 1.8030 3.5607 0.7106  -0.07

Cartesian forces (eV/Å) of the 3 atoms listed first:
C 0.214 -0.010 0.084
C 0.008 -0.057 -0.069
C -0.090 -0.059 0.109

Computed, not measured: C26H25N6OReSSi as an isolated structure, with wB97M-V/def2-TZVPD.

Summary:
- Multiplicity: 2
- Total charge: +3
- Highest occupied orbital energy (spin up / spin down): -0.6148 / -0.6139 hartree
- Energy: -2174.6397 a.u.
- LUMO energy (spin up / spin down): -10.231 / -9.977 eV
- Relative energy (zero: lowest compared OMol25 entry of this formula, charge and spin): 12.3 kcal per mole

Each line ends with the Löwdin charge.
Geometry (Å):
C 1.0867 -1.9116 -2.6782  -0.29
H 4.0351 5.2262 0.4477  0.12
C 3.3498 4.8963 1.2274  0.04
H -0.0180 2.4361 4.1080  0.13
O 3.0643 0.0083 0.9364  -0.06
C -1.2146 -3.3893 0.0850  -0.12
C -0.0815 -1.0466 -2.7185  -0.25
C 2.9334 -2.4706 -1.5320  -0.37
C -1.8833 0.1069 -3.2630  -0.15
C -1.4233 0.5408 -2.0198  -0.19
H 0.9477 4.8398 -0.0953  0.14
S 3.0448 -3.4923 -2.8591  1.22
H -3.6758 2.9764 -1.5114  0.12
H -0.0910 -4.0815 3.2305  0.11
C -2.0118 -4.5050 -0.1038  -0.06
H -3.3363 0.3140 -4.8584  0.13
C 3.7961 2.3766 1.3723  0.03
C -0.6297 -4.1856 2.2955  -0.08
H 1.1860 -3.2314 -4.4334  0.11
C -2.9883 0.6636 -3.8957  0.03
C -3.6150 1.6971 -3.2338  -0.03
C 1.8361 3.0774 0.4156  -0.34
H -1.7239 1.9347 -0.3962  0.09
C -1.4352 -5.2981 2.1012  -0.04
C -0.5159 -3.2189 1.2881  -0.34
C -0.4428 1.7937 3.3481  -0.03
H -4.4796 2.1668 -3.6817  0.13
C -2.0559 1.5961 -1.3680  -0.03
H -1.1469 -2.6422 -0.6994  0.07
H -2.5532 -4.6380 -1.0311  0.12
H -2.3987 2.6657 3.4939  0.13
C -0.2396 -0.0628 1.7914  -0.42
N 1.8652 -1.6881 -1.5480  -0.16
N -0.2893 -0.2132 -1.6846  -0.02
N 1.7942 1.7088 0.3702  0.03
H 4.7559 2.3994 0.8505  0.17
H -3.4289 1.1460 1.8439  0.13
H 1.6964 -1.9225 2.4987  0.02
H 3.8409 4.9691 2.1950  0.11
C -1.7911 1.9141 3.0052  0.01
H -1.0549 -1.4150 -4.5298  0.20
H 0.0852 3.4082 -0.5336  0.11
H -2.7452 -6.3270 0.7560  0.13
H 3.9864 2.3300 2.4471  0.17
C -3.1516 2.1597 -1.9894  -0.03
C -2.1208 -5.4562 0.9053  -0.03
C 0.3209 0.8135 2.7560  -0.10
C 1.5815 -2.8619 -3.4995  -0.24
H 2.4790 5.5476 1.2506  0.10
N 2.9415 3.5081 1.0097  -0.05
H -1.5247 -6.0405 2.8825  0.13
Si 0.5272 -1.7650 1.6214  0.74
Re 1.1576 -0.2882 -0.1971  1.42
H 3.6616 -2.4494 -0.7329  0.11
H -2.0747 -0.6090 0.7766  0.11
N -1.0060 -0.9027 -3.6603  0.23
C -2.3751 1.0614 2.0748  -0.04
H 1.3461 0.6647 3.0797  0.11
C -1.6085 0.0847 1.4681  -0.09
C 2.9286 1.2470 0.9112  -0.47
N 0.8829 3.8340 -0.0896  0.27

Cartesian forces (eV/Å) of the 3 atoms listed first:
C -0.006 0.020 0.078
H -0.008 -0.009 -0.012
C 0.004 0.029 -0.030

- Which formula does entry 1 have?
  C46H42AsF9IrNO2S2